No. 1
The following is a DFT calculation (the ωB97M-V functional and the def2-TZVPD basis) of an isolated ion of composition C4H7NO2S and charge -2 in a non-equilibrium geometry.

HOMO-LUMO gap = 5.90 eV
Charge = -2
Relative energy (zero: lowest compared OMol25 entry of this formula, charge and spin) = 10.04 kcal per mole
Spin multiplicity = 1
SMILES = O=C([O-])NCCC[S-]
LUMO level = 5.948 eV
F_max = 0.042 hartree/bohr

```
15
Properties=species:S:1:pos:R:3:forces:R:3
O 1.64125 -3.35687 0.41682 0.004 -0.123 0.274
H -0.40543 -1.74888 0.53334 -0.248 -0.948 0.140
H -0.68233 2.66245 -0.61374 0.059 -0.110 -0.065
C 0.54170 0.06786 0.40981 -0.774 0.117 -0.127
C 1.72524 -2.10361 0.49378 -0.553 -0.571 -0.296
H -0.57360 1.34484 -1.81111 0.615 0.020 0.368
N 0.49918 -1.39478 0.33996 1.096 1.834 -0.022
C -1.09011 1.68669 -0.91051 0.276 0.228 -0.497
C -0.88578 0.64075 0.19983 -0.827 -0.492 -0.923
H -1.38171 0.96521 1.12030 0.246 0.126 0.100
H -1.53370 -0.16337 -0.18184 0.171 -0.168 0.289
H 0.94140 0.43656 1.35857 0.139 -0.113 0.180
S -2.77437 1.92376 -1.62190 -0.283 0.088 0.580
H 1.22854 0.43591 -0.35394 -0.067 0.037 -0.084
O 2.74973 -1.39653 0.62064 0.147 0.075 0.082
```
Positions in Å, forces in eV/Å.

***

No. 2
The following is a DFT calculation (the ωB97M-V functional and the def2-TZVPD basis) of C4H7NO2S as an isolated structure in a non-equilibrium geometry.

HOMO-LUMO gap = 9.32 eV
Charge = 0
Relative energy (zero: lowest compared OMol25 entry of this formula, charge and spin) = 106.63 kcal per mole
Spin multiplicity = 1
LUMO level = 0.187 eV
F_max = 0.066 hartree/bohr

```
15
Properties=species:S:1:pos:R:3:forces:R:3
S -0.96056 1.17079 -0.60564 0.251 -2.822 -1.073
H 0.67859 1.36229 1.03135 1.610 -1.245 0.371
O -1.40173 2.15182 0.35770 0.137 -0.363 -0.396
O -1.61817 1.02148 -1.91357 0.747 0.471 1.687
H 1.53494 -1.33595 -0.33673 0.065 -0.360 0.212
H -1.55518 -2.67079 0.89840 0.511 -0.866 0.331
H -2.42205 -1.50511 -0.12926 -0.034 0.566 0.449
C -1.51267 -1.71803 0.42869 -0.161 0.288 -0.490
H 1.29019 -0.88095 1.47691 0.563 -1.108 -0.260
H 2.44248 0.98179 0.39260 -2.038 -0.377 -0.125
C -0.47235 -0.92822 0.39216 -0.555 2.495 -2.265
C 1.00612 -0.77471 0.42354 -1.046 1.581 1.941
N 0.71489 1.36591 -0.86517 -0.187 -0.307 -2.638
H 0.96598 1.01169 -1.85816 -0.533 0.476 2.312
C 1.30952 0.74799 0.30718 0.670 1.570 -0.056
```
Positions in Å, forces in eV/Å.

***

No. 3
The following is a DFT calculation (the ωB97M-V functional and the def2-TZVPD basis) of one molecule with the formula C4H7NO2S in a non-equilibrium geometry.

HOMO-LUMO gap = 9.17 eV
Charge = 0
Relative energy (zero: lowest compared OMol25 entry of this formula, charge and spin) = 74.12 kcal per mole
Spin multiplicity = 1
SMILES = CO/C=C/O/C=N/S
LUMO level = 0.891 eV
F_max = 0.026 hartree/bohr

```
15
Properties=species:S:1:pos:R:3:forces:R:3
C -0.26847 -0.56234 0.10698 -0.566 0.475 -0.041
H -2.01741 1.34498 1.10445 0.026 -0.101 -0.048
H -1.73507 1.64625 -0.63016 0.014 0.100 -0.030
H -1.75860 -1.98435 -0.41532 0.217 0.429 0.106
O 0.70723 -1.53912 0.10996 -0.031 -0.288 0.000
H -3.38742 1.66727 0.03623 -0.297 0.211 -0.082
C -2.41915 1.20241 0.09525 0.243 -0.097 0.083
C -1.51392 -0.94380 -0.17380 -0.040 -0.400 -0.075
H 2.66964 -2.01983 0.08038 -0.581 0.477 -0.037
H 3.91577 1.64448 -0.39597 0.032 -0.101 0.027
H 0.05819 0.44556 0.34123 -0.070 -0.266 -0.043
N 2.35363 0.05945 -0.04113 -0.227 -0.240 -0.004
O -2.62140 -0.16594 -0.19910 0.187 -0.084 0.119
S 4.03785 0.35292 -0.05850 -0.217 0.017 -0.027
C 1.97912 -1.14793 0.03950 1.312 -0.133 0.052
```
Positions in Å, forces in eV/Å.

***

No. 4
The following is a DFT calculation (the ωB97M-V functional and the def2-TZVPD basis) of a 2-piece molecular cluster, C4H7NO2S2 overall in a non-equilibrium geometry.

HOMO-LUMO gap (alpha / beta) = 7.51 / 7.92 eV
Charge = 0
Relative energy (zero: lowest compared OMol25 entry of this formula, charge and spin) = 101.22 kcal per mole
Spin multiplicity = 1
LUMO level (alpha / beta) = -1.223 / -0.819 eV
F_max = 0.107 hartree/bohr

```
16
Properties=species:S:1:pos:R:3:forces:R:3
H 3.61689 0.31602 -0.54692 -0.741 0.896 -0.108
S 0.76879 -1.24109 -0.22302 -1.403 -2.330 2.767
C 0.55848 -2.68148 0.73231 0.108 5.455 -0.846
C 0.09666 -0.07115 0.78647 0.476 0.688 -1.935
H -0.49884 2.76959 -1.56062 -0.163 -0.405 0.580
H 0.06203 -0.21058 1.83172 -0.380 -0.050 0.940
H -0.04037 1.14869 -1.88302 -1.683 -0.549 -0.342
O 1.74077 1.48537 -0.30873 0.695 0.357 -0.918
N 4.42215 -1.67563 -0.21411 0.065 -0.956 0.130
H 0.72528 -3.51695 0.24364 0.968 -3.970 -2.111
O 0.08007 2.53260 1.14063 -0.652 0.571 1.057
C -0.64734 1.73830 -1.17380 3.523 1.533 -2.180
S 0.38111 1.54586 0.16462 1.770 -0.489 1.959
C 3.90041 -0.67863 -0.39021 0.770 0.096 -0.004
H -1.58408 1.61580 -0.80073 -2.985 -1.035 0.028
H 0.28371 -2.64156 1.74476 -0.368 0.188 0.985
```
Positions in Å, forces in eV/Å.

***

No. 5
The following is a DFT calculation (the ωB97M-V functional and the def2-TZVPD basis) of one molecule with the formula C4H7NO3 in a non-equilibrium geometry.

HOMO-LUMO gap = 9.36 eV
Charge = 0
Relative energy (zero: lowest compared OMol25 entry of this formula, charge and spin) = 105.02 kcal per mole
Spin multiplicity = 1
SMILES = C=C(OC)N(O)C=O
LUMO level = 0.788 eV
F_max = 0.048 hartree/bohr

```
15
Properties=species:S:1:pos:R:3:forces:R:3
H -1.31123 2.07352 -0.11102 0.048 0.293 0.356
H -0.00378 0.32572 -2.27399 -0.478 1.384 -0.147
N -0.25740 0.62402 0.35222 1.306 1.087 0.375
H 0.59699 -1.15311 -2.93816 0.332 0.093 0.515
H -0.46553 -2.55759 1.34527 0.818 -0.380 -0.489
C 0.11023 1.41484 1.38879 0.062 -0.043 -0.257
C 0.62071 -0.48922 -2.06253 0.749 -1.778 1.506
O 0.00697 -1.29055 -0.97506 -0.470 0.260 -0.518
C -0.22200 -1.51013 1.35770 0.226 -0.499 1.885
C -0.15626 -0.76637 0.26569 0.332 -0.193 -0.802
H 1.66144 -0.23357 -1.72077 -1.021 -0.044 -0.687
O -0.37164 2.53649 1.48135 0.489 -0.298 0.319
H 0.88283 0.94581 2.03944 -0.531 0.424 -0.154
O -1.12327 1.21867 -0.53182 -0.677 -0.451 -0.756
H 0.03195 -1.13854 2.38288 -1.184 0.144 -1.148
```
Positions in Å, forces in eV/Å.

***

No. 6
The following is a DFT calculation (the ωB97M-V functional and the def2-TZVPD basis) of one molecule with the formula C4H7NO3 in a non-equilibrium geometry.

HOMO-LUMO gap = 10.45 eV
Charge = 0
Relative energy (zero: lowest compared OMol25 entry of this formula, charge and spin) = 126.42 kcal per mole
Spin multiplicity = 1
SMILES = O=CCCN(O)C=O
LUMO level = 0.638 eV
F_max = 0.121 hartree/bohr

```
15
Properties=species:S:1:pos:R:3:forces:R:3
C 0.15538 -0.26859 0.81979 1.866 -4.001 -1.420
H -0.68504 -1.76574 -0.52396 0.758 -0.599 -1.591
O -1.78183 1.02806 -0.60938 -1.067 0.948 0.257
N 0.75150 0.57672 -0.15426 4.187 0.786 -0.501
H 2.33196 1.24807 -1.20470 0.681 -3.255 1.610
H 1.01125 -0.99789 1.13551 -1.756 1.165 0.137
O 2.67146 -0.93956 -0.45934 -2.928 4.784 -0.223
H -0.15433 0.38254 1.51613 -1.247 1.680 3.247
H -0.03552 2.27076 0.12336 3.874 -0.124 0.794
H -1.55807 -1.77341 0.83371 0.392 0.730 0.431
C -1.00007 -1.06082 0.18789 -0.880 0.899 1.931
O 1.01545 2.03536 0.32761 -5.661 -2.095 -1.578
C 2.07854 0.17881 -0.55956 0.965 0.130 -2.130
H -2.79798 -0.78207 -0.99035 0.214 1.524 0.702
C -2.00270 -0.13225 -0.44245 0.600 -2.571 -1.666
```
Positions in Å, forces in eV/Å.

***

No. 7
The following is a DFT calculation (the ωB97M-V functional and the def2-TZVPD basis) of one molecule with the formula C4H7NO3 in a non-equilibrium geometry.

HOMO-LUMO gap = 10.20 eV
Charge = 0
Relative energy (zero: lowest compared OMol25 entry of this formula, charge and spin) = 41.45 kcal per mole
Spin multiplicity = 1
SMILES = NC(=O)[C@@]1(O)C[C@H]1O
LUMO level = 0.640 eV
F_max = 0.037 hartree/bohr

```
15
Properties=species:S:1:pos:R:3:forces:R:3
H -0.16393 1.97876 -0.06904 0.353 0.397 0.187
H -1.01174 0.21422 1.87300 -0.028 -0.182 -0.214
C -0.00861 -0.62136 -0.00437 -0.352 0.877 1.071
C -1.04519 -0.61058 1.16465 0.328 -0.590 -0.712
O 0.43913 -1.84411 -0.43215 0.827 0.017 -0.052
O 2.23375 0.01714 -0.09126 -1.085 0.294 0.118
H -1.88608 -1.10246 -0.89866 -0.050 0.332 0.607
N 0.77894 1.73030 0.22637 -0.616 -0.456 -0.195
H 1.41578 -1.71592 -0.40216 -0.280 -0.318 -0.094
C 1.06851 0.42738 0.02833 1.732 -0.767 -0.168
C -1.42424 -0.33426 -0.25846 -0.673 0.768 -0.882
O -1.79604 1.01115 -0.61257 0.034 -0.936 0.293
H -2.66172 1.14049 -0.20713 0.039 0.180 -0.100
H 1.57086 2.34447 0.10676 -0.250 0.106 -0.035
H -1.27323 -1.61217 1.51953 0.021 0.278 0.176
```
Positions in Å, forces in eV/Å.

***

No. 8
The following is a DFT calculation (the ωB97M-V functional and the def2-TZVPD basis) of one molecule with the formula C4H7NO3 in a non-equilibrium geometry.

HOMO-LUMO gap = 8.99 eV
Charge = 0
Relative energy (zero: lowest compared OMol25 entry of this formula, charge and spin) = 79.91 kcal per mole
Spin multiplicity = 1
SMILES = N/C(=C\C(=O)O)CO
LUMO level = 0.337 eV
F_max = 0.106 hartree/bohr

```
15
Properties=species:S:1:pos:R:3:forces:R:3
O 0.33858 1.08173 2.75092 4.231 -2.224 -1.932
O 0.35722 -0.19250 -2.91411 -1.612 -2.283 2.892
H -0.79735 -1.60285 0.54780 0.730 1.528 1.117
C -0.05981 0.48750 -0.71957 -0.288 3.603 -1.725
H 0.09289 -2.44287 -1.74887 0.539 -1.877 -2.125
H -0.84175 2.19726 1.38626 -0.767 -0.428 0.663
C 0.00648 -0.48069 -1.74916 2.036 0.546 -1.869
N -0.46949 -0.80685 1.15939 -1.787 -3.274 2.069
C -0.15073 0.31587 0.56735 -0.897 0.686 1.396
H -0.14752 1.62837 -0.76606 0.801 -1.738 -1.991
C 0.02681 1.54502 1.42584 -0.483 -0.727 1.131
O -0.07273 -1.79527 -1.11859 -0.453 3.309 -0.441
H 1.26020 0.40593 2.45548 -4.131 2.994 1.986
H -0.94668 -0.73345 2.07570 0.926 -0.029 -0.800
H 0.74552 2.23764 1.04155 1.155 -0.085 -0.370
```
Positions in Å, forces in eV/Å.

***

No. 9
The following is a DFT calculation (the ωB97M-V functional and the def2-TZVPD basis) of an isolated ion of composition C4H7NO5P and charge -1 in a non-equilibrium geometry.

HOMO-LUMO gap (alpha / beta) = 7.97 / 6.66 eV
Charge = -1
Relative energy (zero: lowest compared OMol25 entry of this formula, charge and spin) = 86.81 kcal per mole
Spin multiplicity = 1
LUMO level (alpha / beta) = 3.129 / 2.554 eV
F_max = 0.108 hartree/bohr

```
18
Properties=species:S:1:pos:R:3:forces:R:3
N 1.79254 -1.48912 -0.42883 -1.126 0.911 -0.211
O 3.46669 0.46814 0.48876 -0.278 -1.134 0.190
O -2.01621 1.73327 -0.01549 -2.932 -2.060 1.554
C -0.96750 -0.28214 -1.09064 -3.739 1.141 -3.947
O 1.79252 0.93421 -1.32012 -1.024 0.044 -0.436
C -0.23471 0.24303 1.07236 -2.611 3.004 -2.476
O 1.08885 0.50014 1.20440 0.833 -0.530 -0.008
H -0.00932 -0.44955 -1.50000 1.218 -0.729 0.093
H -0.91673 -1.72154 1.64122 -0.425 -1.842 1.690
H 2.34455 -1.91209 0.27340 0.733 -1.233 1.217
H -0.88288 0.80065 1.79532 0.973 -0.645 0.592
H -1.64662 -0.23616 -2.06785 0.872 -0.075 2.229
H -2.61797 1.06356 0.44492 0.485 1.738 -0.830
C -0.89903 0.96945 -0.27172 2.678 -0.465 0.135
O -1.45836 -1.34751 -0.23015 0.053 0.776 -1.414
P 2.13290 0.14706 -0.10954 1.573 1.736 0.502
H -0.22771 1.69875 -0.71546 0.618 -0.560 0.045
C -0.74102 -1.12013 0.82942 2.099 -0.077 1.075
```
Positions in Å, forces in eV/Å.

***

No. 10
The following is a DFT calculation (the ωB97M-V functional and the def2-TZVPD basis) of an isolated ion of composition C4H7NO6S2 and charge -2 in a non-equilibrium geometry.

HOMO-LUMO gap = 7.39 eV
Charge = -2
Relative energy (zero: lowest compared OMol25 entry of this formula, charge and spin) = 0.00 kcal per mole
Spin multiplicity = 1
LUMO level = 5.798 eV
F_max = 0.027 hartree/bohr

```
20
Properties=species:S:1:pos:R:3:forces:R:3
C -1.59960 0.63329 -0.79789 -0.043 -0.381 -0.098
O -1.88168 1.21614 3.89115 0.113 -0.009 -0.188
O -0.55151 0.58189 -1.74535 -0.213 0.034 -0.055
H -2.39286 1.19757 -1.30269 -0.035 -0.061 0.165
O -1.01764 3.09526 2.54721 0.081 -0.111 0.091
H 0.50438 -0.93831 0.68281 -0.043 -0.119 0.004
C 0.67418 0.02901 -1.26421 0.292 0.479 -0.318
N -1.01840 0.66458 1.53931 -0.289 -0.230 1.312
S -0.76205 1.71257 3.04962 -0.101 0.107 -0.183
H 1.21566 -0.26405 -2.16939 -0.084 0.210 0.117
H -1.96594 -0.37896 -0.56798 0.029 0.143 -0.027
O 2.19411 -3.16637 0.30760 -0.154 0.240 -0.040
O 3.23005 -1.13241 -0.58372 -0.259 0.091 0.071
S 2.13659 -2.09997 -0.69470 0.137 -0.651 0.180
O 1.98173 -2.62024 -2.06051 -0.130 0.186 0.100
H 1.25395 0.80676 -0.74958 -0.090 -0.083 -0.077
C -1.23020 1.30874 0.49755 -0.073 0.856 -0.815
H -0.18948 -1.87439 -0.68016 -0.231 -0.070 0.012
H -1.16334 2.40819 0.47188 -0.035 -0.018 0.103
C 0.58207 -1.17929 -0.37097 1.127 -0.613 -0.355
```
Positions in Å, forces in eV/Å.

***

M in Da, matching the order above: 133.17, 133.17, 133.17, 165.24, 117.10, 117.10, 117.10, 117.10, 180.08, 229.24